(1)
Below is a structure of composition C25H14Cl2N4O4RuS, with properties calculated with the ωB97M-V functional and the def2-TZVPD basis.

CARTESIAN COORDINATES (ANGSTROEM)
Ru (0.09906, -0.02937, 0.07570)
Cl (4.81117, -5.14118, -0.86483)
C (3.49862, -4.20854, -0.19990)
C (3.32719, -2.90245, -0.62551)
C (2.28420, -2.13217, -0.12245)
N (1.96364, -0.83099, -0.54915)
C (2.94951, -0.05046, -1.05339)
O (4.15698, -0.24773, -1.00273)
C (2.44208, 1.12265, -1.83081)
C (3.33240, 1.99169, -2.44083)
C (2.82287, 3.01432, -3.21689)
C (1.44557, 3.12018, -3.35451)
C (0.63830, 2.21035, -2.69399)
N (1.12720, 1.22060, -1.94595)
C (1.42268, -2.66629, 0.80430)
C (1.59494, -3.97637, 1.23822)
C (2.62888, -4.74775, 0.73591)
Cl (2.80074, -6.38755, 1.29832)
N (0.35832, -1.82621, 1.17754)
C (-0.23933, -2.02713, 2.37659)
O (0.15692, -2.72721, 3.29982)
C (-1.57777, -1.36911, 2.49284)
C (-2.32880, -1.51742, 3.64786)
C (-3.59320, -0.96269, 3.68352)
C (-4.05440, -0.28905, 2.56083)
C (-3.22304, -0.18306, 1.45928)
N (-2.00284, -0.71957, 1.42082)
H (4.01081, -2.47963, -1.34320)
H (4.38992, 1.83250, -2.28534)
H (3.48383, 3.71552, -3.71090)
H (0.99703, 3.89717, -3.95883)
H (-0.43943, 2.27398, -2.75532)
H (0.92685, -4.39159, 1.97474)
H (-1.89454, -2.06292, 4.47352)
H (-4.21292, -1.05527, 4.56667)
H (-5.04056, 0.15467, 2.53464)
H (-3.53529, 0.35507, 0.57491)
O (1.18976, 2.95382, 2.80963)
C (0.52307, 2.46632, 1.90845)
O (0.77143, 1.28276, 1.45736)
C (-0.60916, 3.32171, 1.34799)
C (-0.74466, 4.58006, 1.94679)
C (-1.71456, 5.48683, 1.56666)
C (-2.59688, 5.14227, 0.54715)
C (-2.48245, 3.90769, -0.05747)
C (-1.49582, 2.98136, 0.32697)
S (-1.55458, 1.48085, -0.59200)
H (-0.04105, 4.81110, 2.73455)
H (-1.78368, 6.44990, 2.05706)
H (-3.37018, 5.83022, 0.22383)
H (-3.16365, 3.62630, -0.85344)

Force components x, y, z for each atom (eV/Å):
0.08 -0.97 -0.48
-0.06 0.04 0.04
0.01 0.06 -0.06
0.13 0.00 -0.10
0.46 0.48 -0.47
-0.30 0.35 0.13
0.07 -0.08 0.09
0.01 -0.09 -0.08
0.02 -0.03 0.07
0.09 0.08 -0.01
0.00 -0.01 -0.01
0.02 -0.04 -0.03
0.08 -0.04 -0.05
-0.13 0.55 -0.04
-0.54 -0.13 0.60
-0.05 -0.12 0.10
-0.08 0.00 0.03
0.00 0.08 -0.03
-0.13 0.46 -0.06
0.13 -0.05 0.03
-0.02 -0.11 -0.05
0.08 0.01 0.01
-0.03 0.00 0.12
0.00 -0.01 -0.01
0.00 -0.05 0.00
0.00 -0.09 0.04
-0.33 0.43 0.17
0.03 -0.05 0.01
-0.01 0.02 0.00
0.00 0.01 0.01
0.00 0.00 0.01
-0.02 0.00 0.05
0.04 -0.04 0.00
-0.01 0.02 0.00
0.01 0.01 0.00
0.01 0.00 0.00
0.03 0.04 -0.01
0.10 -0.02 0.08
-0.15 0.03 -0.12
0.11 -0.24 -0.03
0.09 -0.01 0.08
0.01 0.03 0.03
0.02 -0.05 -0.01
0.02 -0.05 -0.01
0.01 0.01 0.01
-0.22 -0.04 -0.22
0.39 -0.38 0.14
-0.01 0.00 0.00
0.00 -0.01 0.00
0.02 -0.01 0.02
0.02 0.02 0.03

As for the total charge: -1. The calculation puts the relative energy (zero: lowest compared OMol25 entry of this formula, charge and spin) at 226.11 kJ/mol. The multiplicity is 2. The value obtained for the HOMO energy (spin up / spin down) is -4.92 / -4.88 eV. The calculation puts the molar mass at 638.45 u.


(2)
Below is a structure of composition C46H53N4O5P3PdSSe2, with properties calculated with the ωB97M-V functional and the def2-TZVPD basis.

CARTESIAN COORDINATES (ANGSTROEM)
Pd (0.69831, -0.49280, 0.62237)
Se (-0.95226, -1.15788, 4.06175)
Se (-0.73465, -2.58961, 2.24077)
C (1.08736, -3.05524, 2.69221)
C (1.41885, -4.19307, 3.40021)
C (2.77052, -4.39000, 3.66144)
C (3.68785, -3.45723, 3.20791)
C (3.23558, -2.35468, 2.49524)
N (1.94641, -2.15457, 2.24099)
C (-1.22321, 0.51657, 3.18157)
C (-1.77863, 1.49988, 3.98235)
C (-2.07708, 2.72309, 3.39333)
C (-1.80534, 2.88964, 2.05080)
C (-1.20736, 1.85162, 1.34534)
N (-0.92150, 0.67033, 1.89226)
H (0.66643, -4.89305, 3.73385)
H (3.09707, -5.26019, 4.21467)
H (4.74420, -3.57729, 3.40287)
H (3.91630, -1.60483, 2.11408)
H (-1.98990, 1.31295, 5.02682)
H (-2.52081, 3.51651, 3.97966)
H (-2.03274, 3.81488, 1.54108)
H (-0.91942, 1.97761, 0.30828)
C (-2.70531, -0.80193, -0.83689)
P (-0.91834, -0.81405, -1.24464)
C (-0.68571, -2.32365, -2.20733)
C (-1.06743, -2.40379, -3.54790)
C (-0.98054, -3.61039, -4.22416)
C (-0.52475, -4.74631, -3.56732)
C (-0.14512, -4.67459, -2.23454)
C (-0.21944, -3.46596, -1.55881)
C (-0.81180, 0.56086, -2.42401)
C (-1.66903, 1.65660, -2.33322)
C (-1.52847, 2.73518, -3.19586)
C (-0.53446, 2.72939, -4.16166)
C (0.31065, 1.63305, -4.27280)
C (0.17289, 0.55855, -3.41035)
P (-3.45425, -2.28509, 0.02751)
C (-4.30159, -1.50192, 1.46407)
C (-4.43175, -2.26600, 2.62527)
C (-5.07157, -1.75970, 3.75662)
C (-5.59306, -0.47675, 3.73574)
C (-5.49922, 0.28568, 2.57651)
C (-4.86695, -0.22428, 1.45310)
C (-4.85969, -2.59813, -1.09029)
C (-4.58966, -2.88517, -2.42849)
C (-5.61820, -3.21118, -3.29662)
C (-6.92639, -3.27168, -2.83391)
C (-7.19914, -3.00733, -1.50085)
C (-6.17115, -2.67362, -0.62933)
H (-3.22312, -0.66857, -1.79002)
H (-2.89935, 0.08599, -0.23837)
H (-1.43636, -1.52709, -4.06518)
H (-1.27349, -3.66622, -5.26408)
H (-0.46244, -5.68825, -4.09575)
H (0.21170, -5.55776, -1.72151)
H (0.11364, -3.40673, -0.52901)
H (-2.47285, 1.67921, -1.60808)
H (-2.20759, 3.57431, -3.11991)
H (-0.43304, 3.56642, -4.83955)
H (1.06973, 1.61070, -5.04403)
H (0.82888, -0.29361, -3.51599)
H (-4.06957, -3.28834, 2.63512)
H (-5.18262, -2.37847, 4.63802)
H (-6.10365, -0.08217, 4.60502)
H (-5.94985, 1.26954, 2.54112)
H (-4.85432, 0.36895, 0.54665)
H (-3.56874, -2.86754, -2.79891)
H (-5.39833, -3.42664, -4.33384)
H (-7.72979, -3.52808, -3.51107)
H (-8.21569, -3.05848, -1.13419)
H (-6.40286, -2.46415, 0.40747)
C (5.28010, 0.60669, 1.19718)
C (5.02959, 1.91858, 0.47313)
C (5.10785, 3.09996, 1.42294)
C (5.97521, 2.08997, -0.70093)
O (3.69772, 1.84181, -0.15902)
P (2.27785, 1.93278, 0.51261)
O (2.19159, 1.11143, 1.78855)
O (1.29179, 1.38509, -0.51893)
O (1.99379, 3.43247, 0.89211)
C (1.79332, 4.57034, -0.04134)
C (0.30867, 4.62773, -0.35117)
C (2.60464, 4.40813, -1.31461)
C (2.24282, 5.78024, 0.75358)
H (6.30013, 0.59477, 1.58274)
H (5.15994, -0.23246, 0.50842)
H (4.58830, 0.49055, 2.03064)
H (6.08863, 3.10061, 1.89962)
H (4.35602, 3.03928, 2.20981)
H (4.98886, 4.04450, 0.89284)
H (7.00264, 2.16649, -0.34466)
H (5.73883, 2.99534, -1.25928)
H (5.90786, 1.23363, -1.37267)
H (-0.01194, 3.71491, -0.85498)
H (0.09940, 5.47135, -1.00993)
H (-0.25841, 4.76699, 0.56977)
H (2.30377, 3.52175, -1.87537)
H (3.67182, 4.35647, -1.10745)
H (2.42351, 5.27990, -1.94455)
H (1.71042, 5.83174, 1.70333)
H (2.03108, 6.69011, 0.19115)
H (3.31265, 5.74343, 0.95496)
C (3.73424, -2.68270, -1.99296)
C (2.92516, -1.52714, -1.48114)
N (3.02344, -0.36811, -2.12394)
O (2.17073, -1.68202, -0.50341)
H (3.37054, -2.97000, -2.98088)
H (3.62839, -3.52495, -1.31629)
H (4.78683, -2.41522, -2.08659)
H (3.69464, -0.25420, -2.86404)
H (2.53188, 0.44607, -1.76183)
S (2.08264, 2.17641, 3.96805)
C (1.76059, 0.64102, 4.45309)
N (1.52569, -0.45715, 4.76787)

Force components x, y, z for each atom (eV/Å):
-0.60 0.17 -0.71
-0.05 0.03 -0.16
-0.11 -0.04 0.14
0.11 0.10 -0.02
0.00 -0.01 0.00
0.02 0.01 0.00
-0.01 -0.02 0.02
-0.03 0.03 -0.04
-0.04 -0.08 0.11
-0.15 -0.23 -0.02
-0.06 0.09 -0.04
-0.02 -0.04 0.05
-0.02 0.01 -0.02
0.00 0.01 -0.05
0.30 0.13 0.14
-0.01 0.01 0.00
-0.01 0.00 0.00
0.00 0.00 -0.01
0.00 -0.01 0.01
-0.01 -0.01 0.01
0.00 0.00 -0.01
0.00 -0.01 0.02
0.00 -0.03 0.00
-0.12 0.05 0.05
-0.11 -0.02 0.17
0.03 -0.06 0.01
-0.01 -0.01 0.01
0.01 -0.01 0.00
0.01 0.00 0.02
-0.01 0.01 0.01
0.05 0.01 -0.03
0.01 0.00 -0.04
-0.01 0.03 0.01
0.01 -0.02 0.01
0.00 0.01 -0.01
-0.01 0.01 -0.01
0.03 0.03 0.01
0.14 0.02 0.15
0.11 0.06 0.07
0.03 -0.02 0.07
0.06 -0.06 -0.13
-0.02 0.01 0.00
0.00 0.02 0.00
0.07 0.02 -0.04
-0.05 -0.08 -0.01
0.01 -0.04 -0.02
-0.01 0.01 0.00
-0.01 0.01 0.00
0.01 -0.01 -0.03
0.00 0.04 -0.01
-0.02 0.01 0.01
0.01 0.06 0.07
-0.01 0.01 0.00
-0.01 0.00 0.00
-0.01 0.00 -0.01
0.00 -0.01 -0.01
-0.01 0.01 0.00
0.03 0.00 0.01
0.00 0.00 0.00
0.01 0.00 0.00
0.00 0.00 0.00
0.03 -0.03 0.01
0.10 0.01 0.01
0.02 0.00 -0.01
0.01 0.00 -0.01
0.01 0.00 -0.01
0.02 0.03 -0.02
-0.04 -0.01 0.03
-0.01 0.00 -0.01
0.00 -0.01 0.00
0.00 0.00 0.00
0.00 -0.02 -0.02
0.03 0.01 0.02
-0.09 -0.03 -0.04
0.05 0.01 0.02
0.05 0.00 0.03
0.01 0.04 -0.04
0.00 -0.02 0.09
0.16 0.08 0.18
0.18 -0.02 0.20
0.01 -0.04 -0.12
0.01 -0.05 0.10
-0.02 0.01 -0.01
-0.01 0.04 -0.04
-0.03 0.07 -0.02
0.00 -0.02 -0.01
0.00 0.01 -0.01
0.00 0.03 0.01
0.00 0.03 -0.01
0.00 -0.03 0.00
-0.02 -0.01 -0.01
0.00 -0.01 0.01
-0.01 0.00 0.00
0.00 0.00 -0.01
0.00 0.00 -0.01
0.01 0.01 0.01
0.02 0.00 -0.01
-0.01 -0.01 0.01
0.01 -0.01 0.01
0.01 0.00 0.00
-0.01 0.00 0.00
0.01 0.00 0.00
0.00 -0.02 0.00
-0.02 -0.03 0.01
-0.07 0.13 -0.07
0.09 0.00 0.00
0.12 -0.20 0.08
0.00 -0.01 0.00
0.01 0.00 -0.01
0.00 0.02 0.00
-0.01 0.01 -0.01
-0.02 -0.05 -0.02
-0.12 -0.12 0.02
0.07 0.26 -0.06
-0.04 -0.17 0.01

As for the total charge: +2. The multiplicity is 5. The value obtained for the HOMO energy (spin up / spin down) is -12.48 / -12.47 eV. The calculation puts the molar mass at 1131.28 u.


Number 1: largest force on an atom 0.021 hartree/bohr. Number 2: largest force on an atom 0.018 hartree/bohr.